A molecular structure, C37H25AsBr4FN2O2Pt in a non-equilibrium geometry, computed with wB97M-V/def2-TZVPD.

energy above the lowest of the compared OMol25 structures with the same formula, charge and spin	51.4	kJ/mol
charge	-1
HOMO energy	-4.23	eV
E_LUMO	0.0576	Eh

Each line ends with the Mulliken charge.
Positions of all 73 atoms, in Å:
Pt 1.052 -1.453 -0.797  2.21
Br -2.978 -5.495 3.278  -0.18
C -1.643 -4.300 2.673  0.25
C -0.687 -3.815 3.544  0.19
Br -0.668 -4.333 5.362  -0.18
C 0.269 -2.906 3.069  -0.13
Br 1.595 -2.160 4.202  -0.19
C 0.274 -2.471 1.756  -0.39
O 1.113 -1.559 1.317  -0.91
C -0.715 -2.971 0.843  -0.04
O -0.759 -2.520 -0.380  -0.86
C -1.645 -3.883 1.336  0.20
Br -2.976 -4.441 0.111  -0.15
F -4.259 0.827 -3.774  -0.42
C -3.029 0.274 -3.588  0.52
C -2.945 -1.053 -3.219  -0.77
C -1.691 -1.612 -3.020  -0.22
C -0.529 -0.854 -3.174  -0.19
C 0.812 -1.423 -2.832  -1.48
C -0.666 0.483 -3.555  -0.09
C -1.910 1.061 -3.763  -0.37
H -3.849 -1.630 -3.077  0.45
H -1.614 -2.634 -2.677  0.24
H 1.577 -0.835 -3.352  0.58
H 0.874 -2.461 -3.188  0.63
H 0.223 1.095 -3.658  0.20
H -2.021 2.104 -4.028  0.40
C -3.122 4.352 -1.661  -0.55
C -1.750 4.498 -1.524  -0.71
C -0.992 3.481 -0.960  -0.43
C -1.593 2.306 -0.520  0.36
C -2.970 2.167 -0.669  -0.54
C -3.730 3.182 -1.231  -0.60
As -0.497 0.784 0.089  1.39
C 0.895 1.872 0.930  -0.13
C 0.612 2.846 1.885  -0.11
C 1.625 3.626 2.421  -0.80
C 2.936 3.456 1.992  -0.53
C 3.221 2.513 1.018  -0.68
C 2.203 1.728 0.491  -0.57
C -1.539 0.157 1.609  0.99
C -1.181 0.317 2.943  -0.85
C -1.924 -0.290 3.945  -0.91
C -3.035 -1.057 3.628  -0.62
C -3.396 -1.226 2.300  -0.86
C -2.642 -0.635 1.296  -0.20
H -3.714 5.144 -2.102  0.35
H -1.263 5.406 -1.858  0.39
H 0.081 3.610 -0.868  0.39
H -3.463 1.257 -0.352  0.32
H -4.798 3.050 -1.344  0.43
H -0.412 3.015 2.197  0.50
H 1.390 4.371 3.170  0.40
H 3.728 4.065 2.410  0.38
H 4.237 2.385 0.663  0.43
H 2.421 0.987 -0.271  0.50
H -0.283 0.857 3.211  0.41
H -1.611 -0.189 4.978  0.37
H -3.594 -1.556 4.411  0.38
H -4.230 -1.865 2.038  0.43
H -2.878 -0.856 0.259  0.22
N 6.487 -1.398 -4.249  -0.53
C 5.902 -1.356 -3.261  0.00
C 5.187 -1.295 -2.020  0.21
C 5.847 -0.992 -0.830  -0.33
C 5.107 -0.971 0.334  -0.92
C 3.747 -1.221 0.280  -0.19
N 3.106 -1.495 -0.876  -0.07
C 3.820 -1.537 -2.007  -0.04
H 6.909 -0.787 -0.832  0.48
H 5.561 -0.746 1.287  0.50
H 3.108 -1.214 1.155  0.54
H 3.287 -1.783 -2.911  0.55



A molecular structure, C37H25CdCl4GeN5O6S, computed with wB97M-V/def2-TZVPD.

<S²>	0.760
energy above the lowest of the compared OMol25 structures with the same formula, charge and spin	804.3	kJ/mol
charge	-1
HOMO energy (alpha / beta)	-4.63 / -5.65	eV
spin multiplicity	2
E_LUMO (alpha / beta)	0.0749 / 0.0627	Eh

Each line ends with the Mulliken spin population.
Positions of all 80 atoms, in Å:
Cd 0.613 0.376 -0.067  -0.02
O -1.177 -0.050 3.687  0.00
S 2.754 1.952 1.959  0.59
O 3.741 3.071 1.996  0.24
N 2.650 1.192 0.522  0.09
C 3.703 0.987 -0.338  -0.05
C 5.002 1.447 -0.155  0.09
C 6.022 1.162 -1.079  -0.03
C 5.792 0.428 -2.207  0.07
C 4.489 -0.066 -2.443  -0.02
C 4.172 -0.850 -3.574  0.01
C 2.906 -1.325 -3.748  -0.01
C 1.932 -1.010 -2.784  0.01
N 2.193 -0.274 -1.730  0.00
C 3.448 0.206 -1.527  0.02
C 1.696 -2.612 7.386  0.00
C 0.713 -3.418 7.118  0.00
C -0.154 -3.673 5.958  0.00
C 0.276 -4.331 4.886  0.00
C 1.633 -4.854 4.804  0.00
C 2.750 -4.846 5.457  0.00
H 5.229 2.046 0.711  0.00
H 7.015 1.545 -0.878  0.00
H 6.580 0.213 -2.918  0.00
H 4.955 -1.069 -4.292  0.00
H 2.635 -1.931 -4.601  0.00
H 0.915 -1.371 -2.877  0.00
H 0.569 -3.957 8.070  0.00
H -1.157 -3.267 5.984  0.00
H -0.378 -4.454 4.033  0.00
H 1.972 -5.463 3.942  0.00
H 1.599 -0.235 5.553  0.00
O -3.627 1.135 -4.322  0.00
C -3.470 2.296 -3.732  0.00
O -4.207 3.235 -3.931  0.00
C -2.294 2.435 -2.819  0.00
C -1.844 3.621 -2.264  0.00
Cl -2.336 5.222 -2.544  0.00
N -0.819 3.337 -1.433  0.00
N -0.565 2.020 -1.434  0.01
C -1.434 1.465 -2.259  0.00
C -1.406 -0.033 -2.413  0.00
O -2.006 -0.510 -3.398  0.00
O -0.775 -0.683 -1.546  0.00
C -0.032 4.202 -0.613  0.02
C -0.649 5.069 0.273  0.00
C 0.140 5.871 1.081  0.01
C 1.523 5.791 1.011  -0.01
C 2.127 4.909 0.127  0.01
C 1.349 4.110 -0.695  0.00
H -2.947 0.434 -4.014  0.00
H -1.728 5.091 0.344  0.00
H -0.332 6.544 1.786  0.00
H 2.135 6.400 1.663  0.00
H 3.203 4.814 0.101  0.00
H 1.803 3.408 -1.382  -0.01
C -0.895 2.394 3.447  0.02
C -1.894 3.062 2.860  -0.01
C -2.661 2.436 1.800  0.00
C -2.187 1.300 1.253  0.00
N -0.939 0.770 1.593  -0.01
C -0.530 1.025 2.963  0.00
C -3.016 0.329 0.500  0.00
C -3.961 0.649 -0.468  0.00
C -4.691 -0.367 -1.065  0.00
C -4.510 -1.690 -0.675  0.00
C -3.604 -2.005 0.328  0.00
C -2.848 -0.997 0.904  0.00
H -0.320 2.822 4.258  0.00
H -2.171 4.051 3.207  0.00
H -3.655 2.785 1.554  0.00
H 0.548 0.868 3.047  -0.01
H -4.104 1.680 -0.772  0.00
H -5.394 -0.129 -1.853  0.00
H -5.076 -2.475 -1.160  0.00
H -3.478 -3.031 0.653  0.00
Cl 0.460 -1.962 1.526  0.00
Ge -1.472 -1.150 2.272  0.00
Cl 1.852 -1.340 4.958  0.00
Cl -2.143 -2.935 3.411  0.00



Question: charge of number 2 (C37H25CdCl4GeN5O6S)?
Answer: -1



Question: charge of number 2 (C37H25CdCl4GeN5O6S)?
Answer: -1